A 7-piece molecular cluster, C4H21NO7 overall at a distorted geometry. Source: the Open Molecules 2025 dataset; level of theory: the ωB97M-V functional and the def2-TZVPD basis.

The value obtained for the HOMO energy is -8.54 eV. The calculation puts the energy at -746.3893 a.u. The relative energy (zero: lowest compared OMol25 entry of this formula, charge and spin) is 41.0 kcal/mol. As for the total charge: 0. As for the SMILES: CN[C@@H](C)C=O.O.O.O.O.O.O.

Bonds (Å) are listed after each position.
Cartesian coordinates (Å):
1 C 2.250 -0.585 1.251  N2 1.443, H7 1.097, H8 1.087, H9 1.094
2 N 1.077 -0.361 0.441  C1 1.443, C3 1.465, H10 1.004
3 C -0.289 -0.410 0.969  N2 1.465, C4 1.519, C5 1.524, H11 1.088
4 C -1.254 -0.832 -0.126  C3 1.519, H12 1.086, H13 1.091, H14 1.096
5 C -0.437 -1.359 2.152  C3 1.524, O6 1.209, H15 1.109
6 O 0.111 -2.436 2.202  C5 1.209
7 H 2.185 -1.375 2.009  C1 1.097
8 H 3.070 -0.836 0.582  C1 1.087
9 H 2.528 0.285 1.854  C1 1.094
10 H 1.186 -0.800 -0.455  N2 1.004
11 H -0.470 0.618 1.274  C3 1.088
12 H -2.312 -0.622 -0.008  C4 1.086
13 H -0.892 -0.497 -1.099  C4 1.091
14 H -1.150 -1.913 -0.278  C4 1.096
15 H -1.072 -1.020 2.995  C5 1.109
16 O 0.131 -3.615 -0.454  H17 0.973, H18 0.966
17 H 0.972 -3.570 0.035  O16 0.973
18 H -0.161 -4.499 -0.194  O16 0.966
19 O -2.910 1.154 -1.980  H20 0.965, H21 0.959
20 H -2.130 1.546 -1.570  O19 0.965
21 H -3.724 1.565 -1.682  O19 0.959
22 O -0.098 1.901 -1.953  H23 0.961, H24 0.965
23 H 0.250 2.576 -2.542  O22 0.961
24 H 0.297 1.062 -2.220  O22 0.965
25 O 1.029 -1.858 -2.547  H26 0.976, H27 0.964
26 H 0.812 -2.340 -1.727  O25 0.976
27 H 0.381 -2.235 -3.154  O25 0.964
28 O -0.763 2.722 2.091  H29 0.961, H30 0.965
29 H -0.857 3.581 2.509  O28 0.961
30 H 0.040 2.327 2.453  O28 0.965
31 O 0.975 4.150 -0.116  H32 0.958, H33 0.960
32 H 0.309 4.478 -0.721  O31 0.958
33 H 0.915 3.200 0.012  O31 0.960